# 1
Here is 4 unconnected molecules or ions with the total composition C38H73BN4O7 in a non-equilibrium geometry from OMol25. Energies are from ωB97M-V/def2-TZVPD.

## Properties
**Kohn-Sham gap (alpha / beta)**: 5.9 / 5.8 eV
**Spin multiplicity**: 4
**Highest occupied orbital energy (alpha / beta)**: -3.72 / -3.72 eV
**Charge**: -1

Element x y z (Å)
C: 4.992 -3.580 2.982
C: 4.752 -3.060 1.935
C: 4.464 -2.771 0.532
C: 2.986 -2.868 0.114
C: 2.191 -4.063 0.630
C: 0.733 -3.653 0.870
C: -0.076 -3.314 -0.429
O: -0.259 -1.938 -0.395
B: -0.340 -1.572 1.058
C: -1.933 -1.804 1.536
O: -2.129 -3.050 2.235
O: -3.397 -3.603 1.787
N: 0.036 -0.117 1.397
C: 1.140 0.337 1.004
C: 1.386 0.823 -0.412
C: 2.367 0.426 1.887
O: 0.586 -2.531 1.699
H: 5.204 -4.105 3.880
H: 5.120 -3.373 -0.091
H: 4.767 -1.732 0.367
H: 3.003 -2.928 -0.976
H: 2.473 -1.942 0.340
H: 2.177 -4.874 -0.097
H: 2.577 -4.450 1.572
H: 0.244 -4.466 1.426
H: 0.517 -3.588 -1.305
H: -1.007 -3.887 -0.355
H: -2.242 -0.971 2.177
H: -2.591 -1.803 0.669
H: -3.325 -4.517 2.081
H: 2.396 0.560 -0.731
H: 1.296 1.913 -0.407
H: 0.639 0.420 -1.086
H: 2.112 0.330 2.936
H: 3.084 -0.354 1.639
H: 2.885 1.376 1.723
C: 1.333 5.503 -4.598
C: 0.441 5.056 -3.419
C: -0.937 5.705 -3.540
C: -0.933 7.195 -3.196
C: -0.303 7.433 -1.822
C: 1.084 6.807 -1.670
N: 1.073 5.383 -2.106
O: 0.545 4.637 -1.191
C: 2.122 7.617 -2.470
C: 1.526 6.901 -0.214
C: 0.317 3.542 -3.538
H: 2.389 5.369 -4.362
H: 1.117 4.899 -5.479
H: 1.174 6.539 -4.896
H: -1.637 5.194 -2.872
H: -1.313 5.553 -4.554
H: -0.404 7.768 -3.964
H: -1.959 7.569 -3.193
H: -0.234 8.506 -1.622
H: -0.969 7.018 -1.060
H: 3.086 7.107 -2.478
H: 2.266 8.593 -2.006
H: 1.831 7.811 -3.500
H: 0.809 6.442 0.464
H: 1.623 7.949 0.068
H: 2.493 6.417 -0.066
H: 1.294 3.067 -3.424
H: -0.082 3.271 -4.514
H: -0.355 3.120 -2.794
C: -0.158 -3.117 5.399
C: 1.356 -3.110 5.705
C: 1.968 -4.428 5.237
C: 1.623 -5.609 6.146
C: 1.960 -5.305 7.606
C: 1.331 -4.004 8.106
N: 1.613 -2.881 7.167
O: 2.812 -2.439 7.362
C: -0.185 -4.193 8.300
C: 1.880 -3.674 9.491
C: 1.929 -1.958 4.897
H: -0.687 -2.389 6.016
H: -0.329 -2.845 4.356
H: -0.626 -4.091 5.535
H: 3.058 -4.327 5.195
H: 1.639 -4.635 4.217
H: 0.565 -5.869 6.052
H: 2.181 -6.491 5.820
H: 1.629 -6.129 8.244
H: 3.048 -5.247 7.713
H: -0.666 -3.241 8.529
H: -0.369 -4.869 9.137
H: -0.686 -4.628 7.441
H: 2.967 -3.614 9.500
H: 1.586 -4.455 10.193
H: 1.483 -2.724 9.852
H: 1.509 -1.003 5.218
H: 1.686 -2.093 3.842
H: 3.015 -1.899 4.968
C: -4.992 0.683 -6.691
C: -3.475 0.803 -6.430
C: -2.796 -0.547 -6.667
C: -3.075 -1.571 -5.568
C: -2.741 -0.997 -4.191
C: -3.425 0.340 -3.911
N: -3.212 1.296 -5.045
O: -2.030 1.810 -4.967
C: -4.927 0.123 -3.650
C: -2.866 0.932 -2.620
C: -2.956 1.817 -7.443
H: -5.539 1.487 -6.196
H: -5.197 0.760 -7.759
H: -5.413 -0.268 -6.371
H: -1.713 -0.397 -6.736
H: -3.116 -0.940 -7.635
H: -4.118 -1.899 -5.603
H: -2.472 -2.463 -5.744
H: -3.020 -1.708 -3.412
H: -1.657 -0.870 -4.117
H: -5.449 1.078 -3.578
H: -5.062 -0.401 -2.704
H: -5.425 -0.482 -4.404
H: -1.784 1.038 -2.646
H: -3.106 0.276 -1.785
H: -3.302 1.913 -2.418
H: -3.403 2.799 -7.278
H: -3.216 1.487 -8.449
H: -1.874 1.922 -7.403

Mulliken atomic charge list, values in e, 5 entries: atom 1 (C): -0.290, atom 2 (C): -0.114, atom 3 (C): -1.210, atom 4 (C): 0.878, atom 5 (C): -1.157

# 2
Here is a gas-phase ion, C38H74N2O4 (charge +2) in a non-equilibrium geometry from OMol25. Energies are from ωB97M-V/def2-TZVPD.

## Properties
**Kohn-Sham gap**: 10.4 eV
**Spin multiplicity**: 1
**Highest occupied orbital energy**: -13.92 eV
**Charge**: +2

Element x y z (Å)
C: -8.926 -2.708 3.162
H: -8.945 -2.319 4.177
H: -8.247 -3.557 3.134
H: -9.924 -3.059 2.913
C: -8.484 -1.625 2.184
C: -9.435 -0.431 2.211
C: -8.991 0.651 1.231
H: -9.700 1.475 1.279
C: -7.584 1.163 1.553
C: -6.612 -0.024 1.587
C: -7.075 -1.138 2.522
H: -7.060 -0.747 3.540
H: -6.364 -1.966 2.473
H: -5.611 0.300 1.888
O: -6.509 -0.564 0.239
C: -5.338 -0.765 -0.279
O: -4.259 -0.567 0.223
C: -5.522 -1.315 -1.716
N: -4.271 -1.579 -2.469
C: -3.477 -2.602 -1.759
H: -3.168 -2.218 -0.789
H: -2.597 -2.864 -2.340
H: -4.075 -3.500 -1.614
C: -4.642 -2.096 -3.801
H: -3.751 -2.388 -4.352
H: -5.175 -1.335 -4.368
H: -5.283 -2.971 -3.699
C: -3.503 -0.299 -2.597
C: -2.225 -0.351 -3.431
H: -2.458 -0.577 -4.472
H: -1.535 -1.107 -3.056
C: -1.522 1.013 -3.382
C: -0.705 1.246 -2.110
C: -0.254 2.705 -2.022
C: 0.669 2.997 -0.837
H: 0.314 2.460 0.045
C: 2.130 2.639 -1.106
C: 3.024 3.042 0.067
H: 2.750 2.459 0.948
H: 2.852 4.095 0.298
C: 4.509 2.827 -0.244
C: 5.344 3.189 0.980
H: 5.102 4.206 1.293
H: 5.081 2.509 1.792
N: 6.831 3.124 0.805
C: 7.293 4.243 -0.038
H: 7.043 5.191 0.434
H: 8.373 4.195 -0.168
H: 6.824 4.206 -1.019
C: 7.458 3.251 2.139
H: 7.116 4.163 2.624
H: 8.541 3.291 2.042
H: 7.184 2.398 2.757
C: 7.260 1.852 0.176
H: 6.975 1.839 -0.877
H: 8.350 1.781 0.226
C: 6.692 0.579 0.842
O: 6.215 0.568 1.947
O: 6.827 -0.427 0.024
C: 6.410 -1.751 0.460
C: 5.343 -2.289 -0.500
H: 5.813 -2.377 -1.487
C: 4.964 -3.693 -0.023
H: 4.213 -4.114 -0.690
H: 4.537 -3.643 0.978
C: 6.183 -4.612 -0.015
C: 7.310 -4.080 0.874
C: 6.981 -4.191 2.361
H: 7.814 -3.829 2.960
H: 6.096 -3.622 2.629
H: 6.807 -5.231 2.624
H: 8.202 -4.688 0.692
C: 7.648 -2.642 0.464
H: 8.075 -2.639 -0.541
H: 8.390 -2.225 1.148
H: 6.556 -4.715 -1.037
H: 5.888 -5.603 0.330
C: 4.147 -1.326 -0.657
C: 3.198 -1.805 -1.756
H: 2.469 -1.030 -1.983
H: 3.744 -2.036 -2.667
H: 2.658 -2.693 -1.441
C: 3.366 -1.090 0.635
H: 2.920 -2.015 0.989
H: 2.562 -0.379 0.454
H: 3.997 -0.686 1.422
H: 4.563 -0.365 -0.990
H: 6.007 -1.654 1.471
H: 4.653 1.779 -0.510
H: 4.774 3.442 -1.105
H: 2.461 3.161 -2.007
H: 2.229 1.568 -1.287
H: 0.617 4.064 -0.613
H: 0.251 2.984 -2.949
H: -1.144 3.331 -1.935
H: 0.163 0.585 -2.115
H: -1.297 1.010 -1.224
H: -0.853 1.089 -4.240
H: -2.266 1.805 -3.483
H: -4.176 0.439 -3.040
H: -3.252 0.024 -1.586
H: -6.132 -0.592 -2.263
H: -6.098 -2.240 -1.632
H: -7.586 1.585 2.563
C: -7.124 2.265 0.574
C: -5.698 2.737 0.870
H: -5.450 3.580 0.229
H: -4.955 1.962 0.696
H: -5.618 3.066 1.903
C: -8.057 3.474 0.633
H: -7.663 4.278 0.017
H: -8.141 3.839 1.653
H: -9.050 3.235 0.266
H: -7.156 1.855 -0.444
H: -9.004 0.251 0.214
H: -10.443 -0.758 1.955
H: -9.466 -0.018 3.221
H: -8.477 -2.043 1.171

natural (NBO) atomic charge list, values in e, 5 entries: atom 1 (C): -0.598, atom 2 (H): 0.209, atom 3 (H): 0.208, atom 4 (H): 0.219, atom 5 (C): -0.218